C50H33Cl5CsGeNO3PS2 | the ωB97M-V functional and the def2-TZVPD basis

```
97
Properties=species:S:1:pos:R:3:forces:R:3
Cs -0.6424 -0.0126 0.1905 0.1 -0.2 0.1
O 2.6465 0.3723 -0.0130 0.1 0.0 0.0
C 3.2872 -0.5882 -0.0409 0.0 -0.1 0.0
C 4.0589 -1.7000 0.0602 -0.1 0.1 0.0
C 5.4874 -1.5880 -0.0327 0.0 -0.1 0.0
C 6.2437 -2.7271 0.0309 0.0 0.1 0.0
C 5.6510 -3.9886 0.1876 0.0 0.0 0.0
C 4.2615 -4.0949 0.2915 0.0 0.0 0.0
C 3.4341 -2.9929 0.2414 0.1 -0.1 0.0
P 1.6068 -3.0121 0.2818 0.0 0.0 -0.1
C 1.2396 -2.7537 2.0607 0.0 0.0 0.0
C 0.0098 -3.1885 2.5604 0.0 0.0 0.0
C -0.3649 -2.8824 3.8601 0.0 0.0 0.0
C 0.4735 -2.1343 4.6751 0.0 0.0 0.0
C 1.6966 -1.6998 4.1864 0.0 0.0 0.0
C 2.0785 -2.0085 2.8877 0.0 0.0 0.0
C 1.1869 -4.7682 0.0436 0.0 0.0 0.1
C 0.6023 -5.1296 -1.1660 0.0 0.0 0.0
C 0.2291 -6.4458 -1.4018 0.0 0.0 0.0
C 0.4282 -7.4082 -0.4251 0.0 0.0 0.0
C 1.0021 -7.0559 0.7901 0.0 0.0 0.0
C 1.3765 -5.7424 1.0235 0.0 0.0 0.0
H 5.9432 -0.6162 -0.1628 0.0 0.0 0.0
H 7.3210 -2.6428 -0.0471 0.0 0.0 0.0
H 6.2642 -4.8788 0.2259 0.0 0.0 0.0
H 3.8154 -5.0751 0.4030 0.0 0.0 0.0
H -0.6745 -3.7383 1.9258 0.0 0.0 0.0
H -1.3296 -3.2160 4.2209 0.0 0.0 0.0
H 0.1694 -1.8800 5.6827 0.0 0.0 0.0
H 2.3565 -1.1090 4.8096 0.0 0.0 0.0
H 3.0395 -1.6624 2.5261 0.0 0.0 0.0
H 0.3986 -4.3687 -1.9091 0.0 0.0 0.0
H -0.2484 -6.7078 -2.3373 0.0 0.0 0.0
H 0.1123 -8.4294 -0.5983 0.0 0.0 0.0
H 1.1383 -7.8008 1.5641 0.0 0.0 0.0
H 1.7958 -5.4618 1.9826 0.0 0.0 0.0
C 1.3627 4.9525 4.2750 0.0 0.0 0.0
C 0.8273 5.7823 3.2999 0.0 0.0 0.0
C 0.6495 5.3178 2.0007 0.0 0.0 0.0
C 0.9872 4.0153 1.6313 0.0 -0.1 0.1
C 1.5169 3.1993 2.6372 0.0 0.0 0.0
C 1.7129 3.6514 3.9350 0.0 0.0 0.0
Ge 0.7468 3.1639 -0.1906 0.3 0.5 -0.2
C 2.6811 3.3897 -0.8079 0.0 0.0 0.0
C 3.7105 3.9868 -0.0767 0.0 0.0 0.1
C 5.0295 3.9879 -0.5210 0.0 0.0 0.0
C 5.3633 3.3943 -1.7310 0.0 0.0 0.0
C 4.3583 2.8022 -2.4884 0.0 0.0 0.0
C 3.0497 2.7991 -2.0229 0.0 0.0 0.0
C -0.0421 4.7368 -1.1825 0.0 0.0 0.0
C 0.5306 5.3328 -2.3081 0.0 0.0 0.0
C -0.1261 6.3240 -3.0297 0.0 0.0 0.0
C -1.3876 6.7553 -2.6425 0.0 0.0 0.0
C -1.9796 6.1825 -1.5238 0.0 0.0 0.0
C -1.3142 5.1912 -0.8149 -0.1 0.0 0.0
H 1.4975 5.3110 5.2894 0.0 0.0 0.0
H 0.5441 6.7995 3.5505 0.0 0.0 0.0
H 0.2373 5.9894 1.2551 0.0 0.0 0.0
H 1.7832 2.1708 2.3998 0.0 0.0 0.0
H 2.1260 2.9851 4.6853 0.0 0.0 0.0
H 3.4795 4.4602 0.8726 0.0 0.0 0.0
H 5.7995 4.4590 0.0821 0.0 0.0 0.0
H 6.3896 3.3941 -2.0812 0.0 0.0 0.0
H 4.5962 2.3349 -3.4386 0.0 0.0 0.0
H 2.2862 2.3056 -2.6205 0.0 0.0 0.0
H 1.5183 5.0230 -2.6343 0.0 0.0 0.0
H 0.3524 6.7591 -3.9015 0.0 0.0 0.0
H -1.9067 7.5208 -3.2083 0.0 0.0 0.0
H -2.9699 6.4949 -1.2091 0.0 0.0 0.0
H -1.8123 4.7479 0.0429 0.0 0.0 0.0
Cl -2.4086 2.1672 2.6248 -0.2 0.1 -0.2
C -3.2648 2.5250 1.0758 0.1 0.0 0.5
C -2.6816 2.1020 -0.0806 -0.2 -0.1 0.0
C -3.3644 2.4019 -1.2248 0.0 0.0 -0.4
Cl -2.6633 1.8628 -2.7848 -0.1 0.1 0.2
C -4.5624 3.1043 -1.2643 0.0 0.1 0.2
Cl -5.3751 3.4803 -2.7485 0.0 0.0 0.0
C -5.1100 3.5236 -0.0479 0.0 0.0 0.0
Cl -6.5997 4.4114 -0.0297 0.0 0.0 0.0
C -4.4616 3.2276 1.1538 0.0 0.0 -0.2
Cl -5.1524 3.7380 2.6588 0.0 0.0 0.0
O -6.0572 -5.5797 1.2559 0.0 0.0 0.0
S -4.8856 -5.8351 0.4576 0.0 0.0 0.0
O -4.3907 -7.1907 0.4479 0.0 0.0 0.0
N -3.6891 -4.7787 0.7977 0.0 -0.1 0.0
C -3.3957 -4.0171 -0.2319 0.1 -0.1 -0.1
S -2.1669 -2.8701 -0.2915 -0.1 -0.2 -0.1
C -4.2500 -4.2740 -1.4465 -0.1 0.0 0.0
C -4.2283 -3.6408 -2.6780 0.0 0.0 0.0
C -5.1279 -4.0630 -3.6477 0.0 0.0 0.0
C -6.0282 -5.0964 -3.3940 0.0 0.0 0.0
C -6.0515 -5.7293 -2.1573 0.0 0.0 0.0
C -5.1507 -5.2902 -1.2079 -0.1 0.0 0.0
H -3.5265 -2.8352 -2.8503 0.0 0.0 0.0
H -5.1368 -3.5782 -4.6162 0.0 0.0 0.0
H -6.7204 -5.4033 -4.1688 0.0 0.0 0.0
H -6.7474 -6.5295 -1.9415 0.0 0.0 0.0
```
Positions in Å, forces in eV/Å.

## Properties
Energy = -7741.37069 Eh
Relative energy (zero: lowest compared OMol25 entry of this formula, charge and spin) = 0.027 eV
HOMO energy (alpha / beta) = -1.75 / -1.75 eV
⟨S²⟩ = 0.787
2S+1 = 2
Total charge = -2

=====

C50H35Cl3N2O8P2SiTa | the ωB97M-V functional and the def2-TZVPD basis

```
102
Properties=species:S:1:pos:R:3:forces:R:3
Ta 0.8801 0.1393 0.0211 -0.5 -0.1 0.2
C 0.9867 -3.4186 1.3300 -0.4 2.0 1.8
Si -0.1516 -2.3361 0.2590 -0.3 -0.2 0.5
C -0.1341 -3.2611 -1.3823 0.6 0.1 -0.6
C -0.4213 -4.6184 -1.5214 -0.8 -1.0 1.3
C -0.4226 -5.2757 -2.7352 -0.4 0.3 -0.7
C -0.0683 -4.5929 -3.9262 0.6 -0.5 1.9
C 0.3609 -3.2825 -3.7871 -0.4 -0.5 0.2
C 0.3163 -2.6135 -2.5381 -0.2 -1.6 -0.6
P 0.5307 -0.8877 -2.4229 0.7 1.8 -0.9
C 1.9370 -0.3004 -3.4224 0.7 1.5 -0.8
C 2.9463 -1.1134 -3.9440 0.3 -0.8 0.5
C 4.0213 -0.5825 -4.6943 -1.6 1.0 -0.3
C 3.9469 0.7713 -5.0820 -0.2 -1.5 1.8
C 3.0413 1.6345 -4.4732 -0.8 0.0 -0.1
C 2.0174 1.1215 -3.6743 0.6 -1.4 0.5
C -0.8792 -0.3270 -3.4225 0.1 0.8 -0.6
C -2.1357 -0.6933 -2.9781 0.0 0.2 0.2
C -3.2848 -0.4629 -3.6968 -0.7 -0.3 0.8
C -3.1877 0.1675 -4.9099 -1.1 -0.7 0.4
C -1.9553 0.4835 -5.3803 0.7 0.8 -0.7
C -0.7818 0.3415 -4.6660 0.1 -1.6 0.4
C -1.9601 -2.2253 0.9305 1.2 0.1 0.8
C -2.6797 -3.3990 1.1358 0.0 -0.1 -1.1
C -3.9371 -3.4174 1.6872 0.3 2.0 0.9
C -4.4642 -2.1831 2.1324 -0.9 -0.7 0.3
C -3.7105 -1.0072 2.0783 -1.5 0.5 0.3
C -2.4487 -1.0510 1.5130 0.4 -0.4 -0.2
P -1.3678 0.3725 1.6506 -0.4 1.9 0.1
C -2.5313 1.7741 1.1265 0.9 -0.2 1.1
C -2.9092 2.9401 1.8158 -0.3 -1.4 -1.9
C -3.8353 3.7968 1.2431 -1.0 0.1 0.9
C -4.4538 3.4590 0.0340 1.3 -0.2 -0.3
C -3.9642 2.3606 -0.7070 -0.9 0.9 1.1
C -3.0536 1.5118 -0.0953 0.2 -1.2 -2.4
C -1.1554 0.7651 3.4019 0.5 -1.1 1.8
C -1.5775 -0.1222 4.4574 -0.4 0.5 -2.4
C -1.4626 0.2543 5.7658 -0.1 1.1 1.0
C -0.9938 1.5409 6.0962 -0.3 0.2 -0.3
C -0.5451 2.4001 5.0838 0.1 -1.3 1.0
C -0.5215 1.9553 3.7861 -0.3 0.4 -1.5
H 0.6909 -4.4282 1.2809 -0.2 -1.4 -0.3
H 2.0256 -3.2912 1.0764 0.4 -0.2 -0.5
H 0.9763 -3.1558 2.4284 -0.3 0.0 -1.1
H -0.7148 -5.2137 -0.6145 0.3 0.6 -1.0
H -0.8043 -6.2961 -2.7643 0.4 0.1 -0.1
H 0.0418 -5.1740 -4.8309 -0.3 0.4 -0.2
H 0.6733 -2.8184 -4.6948 0.3 0.8 -0.3
H 2.8822 -2.1971 -3.7031 0.4 0.8 -0.3
H 4.8393 -1.1698 -5.0855 -0.2 -0.3 0.1
H 4.6697 1.1128 -5.7569 1.0 0.7 -0.8
H 3.1030 2.7095 -4.6749 -0.1 -0.4 0.1
H 1.2950 1.7728 -3.1943 0.0 0.1 -0.2
H -2.2571 -1.1564 -2.0287 0.1 -0.6 0.7
H -4.2239 -0.8349 -3.2698 0.2 0.4 -0.4
H -4.0690 0.3055 -5.5103 -0.1 0.1 -0.2
H -1.9625 0.8505 -6.3754 0.5 0.5 -0.8
H 0.1804 0.5294 -5.1429 -0.4 0.2 0.3
H -2.2654 -4.2884 0.7147 0.1 -0.7 0.0
H -4.4626 -4.3132 1.9142 -0.4 -0.6 -0.2
H -5.4995 -2.2591 2.5424 1.0 0.6 -0.2
H -4.1131 -0.0099 2.4258 0.4 -1.4 -0.2
H -2.6040 3.0155 2.7962 0.8 0.7 2.0
H -4.2065 4.6348 1.8813 0.3 -0.6 -0.9
H -5.2405 4.0877 -0.3493 -0.1 0.1 -0.2
H -4.3814 2.2059 -1.6842 0.0 -0.4 -0.3
H -2.6805 0.5734 -0.5995 -0.7 1.2 0.2
H -2.1351 -1.0172 4.1502 0.5 0.2 0.4
H -1.8637 -0.3525 6.5711 0.2 -0.2 -0.2
H -1.0757 1.9078 7.1250 0.2 -0.3 -0.4
H -0.1494 3.3709 5.2741 0.1 0.5 0.4
H -0.0970 2.6599 3.0464 -0.4 -0.7 0.3
Cl -1.0904 7.2777 0.0180 0.1 0.0 0.2
C -0.6546 5.6271 -0.2119 -0.8 -0.2 -2.0
C 0.2612 4.9989 0.5558 0.8 -1.4 1.0
C 0.5497 3.6288 0.2879 -1.4 0.8 -0.6
Cl 1.6612 2.6561 1.1654 0.5 0.0 0.4
C -0.1493 2.9360 -0.7054 1.0 0.1 0.3
O 0.1025 1.6381 -0.9470 -0.3 -0.3 0.4
C -1.0022 3.6510 -1.5380 0.6 -0.8 -1.2
Cl -1.4785 2.9300 -3.0569 -0.2 0.2 0.7
C -1.1975 4.9655 -1.3414 -1.0 1.8 0.9
H 0.6575 5.5506 1.3938 0.4 -0.3 0.1
H -1.8637 5.5153 -1.9980 0.2 0.0 0.0
O 4.8693 -0.0639 -0.8959 -0.3 -0.4 -0.3
C 3.9382 -0.2471 -0.1702 0.5 1.2 0.2
O 2.6470 -0.1280 -0.6105 0.8 -0.4 0.2
C 4.0931 -0.4449 1.2895 0.2 0.0 0.7
C 5.4079 -0.5210 1.8146 -0.4 -0.4 -0.5
C 5.6179 -0.8682 3.1367 -0.6 -0.3 -0.7
C 4.5498 -1.0589 3.9602 -0.7 0.2 0.4
C 3.2675 -0.8757 3.4697 1.2 0.3 0.8
C 2.9663 -0.5337 2.1521 1.4 -0.6 0.1
O 1.7235 -0.3315 1.8046 -0.9 0.3 -0.8
N 2.2104 -0.9158 4.4502 -2.1 -1.9 -0.9
O 2.0343 0.0493 5.1360 0.0 0.3 0.6
O 1.4965 -1.9389 4.4110 1.0 1.5 0.5
N 6.9305 -1.2822 3.6459 -0.4 0.7 -1.4
O 7.0079 -1.8078 4.7100 -0.2 -0.6 1.6
O 7.8381 -1.1056 2.8856 1.3 0.3 -0.8
H 6.2609 -0.3851 1.1617 -0.2 -0.1 -0.1
H 4.7821 -1.2954 4.9897 -0.4 -0.2 0.1
```
Positions in Å, forces in eV/Å.

## Properties
Energy = -5047.31668 Eh
Relative energy (zero: lowest compared OMol25 entry of this formula, charge and spin) = 0.135 eV
HOMO energy = -11.20 eV
Total charge = +1